{"formula": "C19H20N4OS2", "method": "ωB97M-V/def2-TZVPD", "molar_mass_g_mol": 384.53, "largest_force_ev_per_a": 1.11, "charge": 0, "smiles": "S=C(NCc1ccco1)N1CCN(c2nc(-c3ccccc3)cs2)CC1", "lumo_energy_ev": 0.45, "elements": ["S", "C", "N", "C", "C", "C", "C", "C", "O", "N", "C", "C", "N", "C", "N", "C", "C", "C", "C", "C", "C", "C", "C", "S", "C", "C", "H", "H", "H", "H", "H", "H", "H", "H", "H", "H", "H", "H", "H", "H", "H", "H", "H", "H", "H", "H"], "positions_angstrom": [[-1.07246, -0.65411, -2.54310], [-1.95785, -0.85518, -1.16096], [-1.76697, -1.92392, -0.34515], [-0.80672, -2.96386, -0.66532], [0.58013, -2.68329, -0.18418], [1.62334, -2.01585, -0.75333], [2.69929, -2.10829, 0.16236], [2.22864, -2.82024, 1.22011], [0.94620, -3.17286, 1.02476], [-2.98239, -0.01137, -0.86229], [-3.92846, -0.19787, 0.21226], [-3.60806, 0.78806, 1.37374], [-2.48251, 1.61258, 1.00278], [-1.22747, 1.11873, 1.18154], [-0.19316, 1.48439, 0.51970], [0.95914, 0.91486, 0.98491], [2.21553, 1.18598, 0.29887], [3.44094, 1.08220, 0.95229], [4.61623, 1.31568, 0.26362], [4.58281, 1.65153, -1.08023], [3.36610, 1.76114, -1.73362], [2.18764, 1.53395, -1.04980], [0.79038, 0.08238, 2.04807], [-0.87543, -0.02939, 2.49255], [-2.71058, 2.33208, -0.23579], [-3.01236, 1.33377, -1.38673], [-1.95522, -1.81036, 0.64160], [-1.16271, -3.89100, -0.20728], [-0.79435, -3.06526, -1.75289], [1.61930, -1.51944, -1.70108], [3.67998, -1.69667, 0.04287], [2.68717, -3.13849, 2.13590], [-3.92768, -1.23403, 0.54675], [-4.92313, 0.02003, -0.19353], [-4.45879, 1.44774, 1.56282], [-3.37474, 0.25766, 2.29777], [3.47089, 0.82808, 2.00174], [5.56392, 1.23525, 0.77690], [5.50420, 1.82913, -1.61545], [3.33652, 2.02177, -2.78142], [1.23445, 1.60367, -1.55040], [1.51691, -0.49863, 2.57598], [-3.55212, 3.00977, -0.07378], [-1.81396, 2.91123, -0.45001], [-2.26309, 1.40343, -2.17515], [-3.99950, 1.52500, -1.81841]], "lowdin_charge": [0.71, -0.79, 0.01, -0.14, -0.27, -0.03, -0.06, -0.14, 0.03, -0.13, -0.11, -0.14, -0.13, -0.58, 0.13, -0.33, -0.19, -0.05, -0.09, -0.09, -0.08, -0.03, -0.35, 1.05, -0.11, -0.15, 0.10, 0.13, 0.09, 0.09, 0.10, 0.12, 0.12, 0.13, 0.12, 0.08, 0.11, 0.10, 0.10, 0.10, 0.10, 0.06, 0.12, 0.12, 0.05, 0.12]}